{"formula": "C7H3F15NO15S5Zn", "method": "wB97M-V/def2-TZVPD", "mol_weight_g_mol": 851.8, "homo_energy_ev": -1.4270, "charge": -3, "gap_ev": 7.323, "lumo_energy_ev": 5.90, "e_above_lowest_kj_mol": 0.0, "symbols": ["Zn", "C", "F", "F", "F", "S", "O", "O", "O", "C", "F", "F", "F", "S", "O", "O", "O", "C", "F", "F", "F", "S", "O", "O", "O", "C", "F", "F", "F", "S", "O", "O", "O", "C", "F", "F", "F", "S", "O", "O", "O", "C", "C", "N", "H", "H", "H"], "positions_angstrom": [[0.1090, -0.1436, -0.2590], [2.4757, 0.5556, 3.7725], [3.5914, 0.0723, 3.2220], [1.7945, -0.5418, 4.2050], [2.7513, 1.2811, 4.8626], [1.4151, 1.5311, 2.5539], [2.3467, 2.5406, 2.0746], [1.0343, 0.4900, 1.5844], [0.3495, 2.1022, 3.3501], [-2.1096, 3.1358, -2.4570], [-3.1872, 2.3321, -2.4840], [-1.2528, 2.8607, -3.4266], [-2.5968, 4.3762, -2.6413], [-1.2550, 3.0358, -0.7671], [-2.2843, 3.3145, 0.2259], [-0.7230, 1.6641, -0.7153], [-0.2384, 4.0704, -0.7950], [-1.9563, -1.6382, -4.2336], [-1.9407, -2.7127, -5.0209], [-2.3035, -0.5613, -4.9361], [-2.9028, -1.8345, -3.2962], [-0.2548, -1.2850, -3.4364], [0.4356, -2.5618, -3.4949], [0.2934, -0.3065, -4.3382], [-0.5268, -0.8287, -2.0784], [-3.7627, -1.5684, 1.8415], [-4.2059, -1.3592, 0.6006], [-4.7285, -1.3804, 2.7353], [-3.3996, -2.8679, 1.9087], [-2.2483, -0.4623, 2.1776], [-2.7213, 0.8293, 2.6100], [-1.4980, -1.1950, 3.1778], [-1.6161, -0.3885, 0.8462], [4.4011, 0.5431, -0.9550], [4.2250, 0.3056, 0.3413], [5.4786, 1.3286, -1.1218], [4.6369, -0.6321, -1.5557], [2.8661, 1.3586, -1.7319], [2.9559, 1.1964, -3.1856], [1.7860, 0.5706, -1.1241], [3.0055, 2.7067, -1.2344], [0.2798, -3.6376, 2.5828], [0.3876, -2.7722, 1.4174], [0.3917, -2.1032, 0.4927], [0.5252, -4.6722, 2.3608], [-0.7264, -3.5823, 2.9991], [0.9026, -3.1660, 3.3458]]}

=====

{"formula": "C7H3N", "method": "wB97M-V/def2-TZVPD", "mol_weight_g_mol": 101.1, "homo_energy_ev": [-8.4814, -7.9107], "gap_ev": [7.673, 6.955], "lumo_energy_ev": [-0.81, -0.96], "e_above_lowest_kj_mol": 492.9, "symbols": ["C", "C", "C", "C", "C", "C", "C", "N", "H", "H", "H"], "positions_angstrom": [[-1.0327, -1.4412, -0.5672], [-0.0947, -0.4027, -0.8781], [-0.4460, 1.0505, -0.8062], [0.8951, 0.4496, -0.3296], [-1.7297, -1.0143, 0.5226], [-1.2997, 0.9524, 0.2372], [1.9167, 0.8176, 0.4315], [-1.9326, 0.2332, 1.0570], [-0.8684, -2.4384, -1.0608], [2.5133, -0.0137, 0.6866], [2.0786, 1.8070, 0.7070]]}

=====

{"formula": "C7H4Cl2O3S", "method": "wB97M-V/def2-TZVPD", "mol_weight_g_mol": 239.1, "homo_energy_ev": -10.5142, "gap_ev": 10.550, "lumo_energy_ev": 0.04, "e_above_lowest_kj_mol": 33.7, "symbols": ["C", "C", "C", "C", "C", "C", "C", "O", "O", "O", "S", "Cl", "Cl", "H", "H", "H", "H"], "positions_angstrom": [[-2.0088, 0.7965, -0.7877], [-2.3190, -0.3366, -0.0506], [-0.6523, 1.1686, -0.8835], [-1.2836, -1.1305, 0.4268], [0.2357, 0.3934, -0.2980], [0.0133, -0.7506, 0.3030], [1.6940, 0.7935, -0.0993], [2.2108, -1.4562, 2.0295], [2.5181, -0.3252, -0.2086], [1.7429, -2.7802, -0.1446], [1.7743, -1.5410, 0.6218], [1.6909, 1.7868, 1.4831], [2.3095, 2.1981, -1.1502], [-2.6252, 1.3585, -1.4377], [-3.4215, -0.4395, 0.1759], [-0.1694, 2.1774, -1.0717], [-1.7098, -1.9127, 1.0917]]}

=====

{"formula": "C7H4ClFN2O2S", "method": "wB97M-V/def2-TZVPD", "mol_weight_g_mol": 234.6, "homo_energy_ev": -8.1970, "gap_ev": 7.729, "lumo_energy_ev": -0.47, "e_above_lowest_kj_mol": 8.6, "symbols": ["F", "N", "C", "C", "S", "C", "Cl", "N", "C", "C", "C", "H", "H", "H", "H", "O", "C", "O"], "positions_angstrom": [[1.6822, -1.2377, -2.9871], [1.5239, -0.5151, -1.6115], [0.5754, 0.4813, -1.6596], [-0.3975, 0.4196, -0.7842], [-1.5329, 1.7004, -0.4602], [-2.5733, 0.5061, 0.2849], [-4.0979, 0.8878, 0.7922], [-2.0715, -0.6808, 0.4242], [-0.8338, -0.7976, -0.0261], [-0.0028, -1.8723, -0.1375], [1.3329, -1.6484, -0.6377], [0.3610, 1.1823, -2.4070], [-0.2451, -2.9635, 0.0581], [2.0227, -1.4569, 0.2006], [1.8499, -2.5293, -1.0222], [0.0318, 3.4575, 2.7517], [0.7899, 2.8282, 3.3268], [1.5853, 2.2383, 3.8945]]}

=====

{"formula": "C7H4ClINO4PdS2", "method": "wB97M-V/def2-TZVPD", "mol_weight_g_mol": 499.0, "homo_energy_ev": -5.3370, "charge": -1, "gap_ev": 6.982, "lumo_energy_ev": 1.64, "e_above_lowest_kj_mol": 48.9, "symbols": ["Pd", "S", "C", "N", "C", "C", "C", "C", "C", "C", "S", "H", "H", "H", "H", "O", "Cl", "O", "O", "O", "I"], "positions_angstrom": [[0.2261, -2.7949, 0.6615], [2.2488, -2.0599, 0.2022], [1.7242, -0.3896, 0.0373], [0.4621, -0.1273, 0.0747], [0.2247, 1.2318, -0.0145], [-1.0298, 1.8377, 0.0146], [-1.1079, 3.2131, -0.0888], [0.0450, 3.9941, -0.2220], [1.2975, 3.4071, -0.2505], [1.3779, 2.0235, -0.1428], [2.7838, 0.9952, -0.1175], [-1.9124, 1.2207, 0.1168], [-2.0769, 3.6955, -0.0626], [-0.0435, 5.0701, -0.3016], [2.1889, 4.0137, -0.3481], [-2.2564, -5.6698, -1.0403], [-1.4475, -4.6017, -0.5591], [-1.3682, -4.6147, 0.9176], [-1.9734, -3.3143, -0.9468], [-0.0745, -4.7070, -1.0407], [0.7116, -2.4233, 3.1105]]}